Version A
An isolated molecule of C9H13N3, computed with ωB97M-V with the def2-TZVPD basis set.

Values from the calculation:
SMILES string	[H]/N=C1/C=CC=C[C@H]2N(NC)[C@@]12C
molar mass	163.22	g/mol
E_LUMO	0.11	eV

ORCA input file:
```
! wB97M-V def2-TZVPD RIJCOSX def2/J DEFGRID3
* xyz 0 1
H -0.123 -1.971 -1.760
N 0.777 -1.494 -1.760
C 1.070 -0.904 -0.688
C 2.310 -0.142 -0.634
C 2.400 1.118 -0.194
C 1.343 1.948 0.339
C 0.178 1.598 0.901
C -0.353 0.253 1.158
N -1.206 -0.505 0.186
N -1.563 0.049 -1.037
C -2.772 0.831 -0.875
C 0.128 -0.969 0.470
C 0.234 -2.268 1.241
H 3.157 -0.620 -1.106
H 3.355 1.621 -0.298
H 1.562 3.008 0.295
H -0.455 2.396 1.272
H -0.741 0.133 2.167
H -0.817 0.610 -1.460
H -3.024 1.284 -1.832
H -3.575 0.161 -0.567
H -2.670 1.621 -0.115
H 0.173 -3.121 0.568
H -0.575 -2.336 1.964
H 1.188 -2.302 1.767
*
```

These are the natural (NBO) partial charges, in e, on atoms 1 to 2: number 1, H, carries 0.352; number 2, N, carries -0.576

=====

Version B
A structure of composition C9H13N3, computed with ωB97M-V with the def2-TZVPD basis set.

Values from the calculation:
molar mass	163.22	g/mol
E_LUMO	0.43	eV

ORCA input file:
```
! wB97M-V def2-TZVPD RIJCOSX def2/J DEFGRID3
* xyz 0 1
C 2.157 1.393 0.151
C 1.303 0.761 -1.193
C 1.160 -1.377 -0.385
C 2.218 -1.162 0.726
C -1.037 -0.170 -0.651
C -1.830 1.012 -0.496
C -2.965 1.233 0.314
C -3.499 0.075 0.731
C -2.903 -1.145 0.217
H 1.658 2.147 0.785
H 3.099 1.736 -0.208
H 0.754 1.286 -2.021
H 2.212 0.032 -1.776
H 1.610 -1.751 -1.240
H 0.509 -2.120 -0.042
H 3.505 -1.513 0.332
H 2.227 -1.697 1.742
H 1.083 0.274 1.601
H -1.260 1.926 -0.779
H -3.072 2.379 0.676
H -4.458 0.154 1.371
H -3.211 -2.242 0.541
N 0.387 -0.118 -0.904
N 2.167 0.284 1.251
N -1.814 -1.396 -0.743
*
```

These are the natural (NBO) partial charges, in e, on atoms 1 to 2: number 1, C, carries -0.235; number 2, C, carries -0.209

=====

The most stable of them is version A.

=====

Version A
An isolated molecule of C6H11NO2, computed with ωB97M-V with the def2-TZVPD basis set.

Values from the calculation:
molar mass	129.16	g/mol
E_LUMO (spin up / spin down)	0.70 / 0.44	eV

ORCA input file:
```
! wB97M-V def2-TZVPD RIJCOSX def2/J DEFGRID3
* xyz 0 1
C -0.267 -1.233 0.547
C -0.733 -2.144 -0.527
C 1.328 0.557 1.328
C -1.197 0.633 0.552
C 0.337 0.089 0.269
N 1.498 1.510 -1.373
C 0.537 0.615 -1.048
O -2.092 0.542 -0.487
O -1.464 1.239 1.569
H -2.977 0.550 -0.095
H -0.488 -1.444 1.585
H 2.183 1.788 -0.690
H 1.348 2.149 -2.137
H -0.157 0.370 -1.838
H -0.094 -2.089 -1.422
H -0.712 -3.178 -0.174
H -1.760 -1.936 -0.866
H 1.006 0.222 2.310
H 2.305 0.116 1.120
H 1.401 1.645 1.376
*
```

These are the natural (NBO) partial charges, in e, on atoms 1 to 2: number 1, C, carries -0.246; number 2, C, carries -0.655

=====

Version B
An isolated molecule of C6H11NO2, computed with ωB97M-V with the def2-TZVPD basis set.

Values from the calculation:
SMILES string	CC(=O)/C=[N+](\[O-])C(C)C
molar mass	129.16	g/mol
E_LUMO (spin up / spin down)	-0.32 / -0.31	eV

ORCA input file:
```
! wB97M-V def2-TZVPD RIJCOSX def2/J DEFGRID3
* xyz 0 1
C -2.661 2.190 0.919
C -1.180 1.899 0.750
O -0.368 2.658 1.231
C -0.886 0.635 0.053
N 0.603 0.224 -0.034
O 1.520 0.910 0.366
C 0.766 -1.160 -0.515
C 1.195 -2.127 0.607
C 1.768 -0.903 -1.677
H -3.087 1.211 1.058
H -2.861 2.676 0.051
H -2.890 2.856 1.767
H -1.741 -0.014 -0.103
H -0.193 -1.276 -0.948
H 1.445 -2.937 0.060
H 2.145 -1.777 1.035
H 0.253 -2.253 1.202
H 1.799 -1.744 -2.396
H 2.844 -1.008 -1.271
H 1.529 -0.061 -2.156
*
```

These are the natural (NBO) partial charges, in e, on atoms 1 to 2: number 1, C, carries -0.692; number 2, C, carries 0.491

=====

The most stable of them is version A.